55
Properties=species:S:1:pos:R:3 method="wB97M-V/def2-TZVPD" homo_ev="-9.2 / -10.0" orbital_gap_ev="7.02 / 6.60" charge=+1 s2=2.01 spin_multiplicity=3 energy_ev=-60562.5473
Pt -0.550 0.698 -0.832
C -3.047 -1.650 -4.820
N -1.629 -1.743 -4.517
C -0.735 -2.609 -5.111
C 0.463 -2.393 -4.554
N 0.311 -1.378 -3.604
C -0.999 -0.975 -3.601
S -1.850 0.207 -2.733
C 1.426 -0.854 -2.884
C 2.587 -1.612 -2.788
C 3.698 -1.028 -2.209
C 3.616 0.275 -1.738
C 2.398 0.918 -1.814
N 1.313 0.360 -2.368
H -3.284 -2.402 -5.567
H -3.284 -0.660 -5.205
H -3.630 -1.827 -3.918
H -1.032 -3.293 -5.886
H 1.412 -2.836 -4.778
H 2.629 -2.631 -3.140
H 4.619 -1.589 -2.130
H 4.469 0.773 -1.300
H 2.253 1.905 -1.397
O 0.792 1.636 0.526
C 0.606 1.929 1.787
C 1.756 2.181 2.573
C 1.682 2.471 3.914
C 0.443 2.522 4.558
C -0.693 2.304 3.813
C -0.650 2.026 2.437
C -1.912 1.870 1.722
N -2.122 1.303 0.544
C -3.474 1.354 0.284
C -4.098 1.971 1.316
N -3.105 2.290 2.214
H 2.712 2.150 2.063
H 2.590 2.663 4.472
H 0.373 2.738 5.615
H -1.651 2.331 4.320
H -3.890 0.948 -0.621
H -5.131 2.214 1.488
H -3.226 2.833 3.050
C 2.288 -1.038 1.597
N 0.992 -1.161 2.244
C 0.741 -1.028 3.594
C -0.588 -1.182 3.774
N -1.123 -1.407 2.525
C -0.157 -1.393 1.587
S -0.367 -1.658 -0.088
H 3.031 -0.826 2.362
H 2.249 -0.220 0.880
H 2.534 -1.966 1.085
H 1.522 -0.811 4.299
H -1.186 -1.144 4.665
H -2.091 -1.559 2.295

---

60
Properties=species:S:1:pos:R:3 method="wB97M-V/def2-TZVPD" homo_ev="-0.5 / -1.4" orbital_gap_ev="4.79 / 5.69" charge=-2 s2=3.76 spin_multiplicity=4 energy_ev=-151682.8804
V 0.307 -0.148 0.089
O 1.842 5.636 1.359
C 1.267 4.415 1.090
C 0.426 4.227 0.006
C -0.133 2.975 -0.205
N 0.195 1.915 0.542
C 0.965 2.123 1.628
C 1.500 3.357 1.949
C 1.136 0.918 2.566
O 1.580 1.140 3.694
O 0.739 -0.170 2.070
C -1.258 2.887 -1.242
O -1.144 3.599 -2.255
O -2.213 2.135 -0.939
H 1.601 6.237 0.646
H 0.157 5.029 -0.672
H 2.091 3.454 2.846
S 2.665 0.258 -0.564
C 3.165 -1.246 -1.265
C 4.354 -1.303 -1.995
C 4.806 -2.464 -2.614
C 6.021 -2.438 -3.362
N 7.008 -2.410 -3.960
C 4.045 -3.640 -2.494
C 2.865 -3.606 -1.760
C 2.391 -2.450 -1.133
S 0.908 -2.506 -0.241
C 4.447 -4.856 -3.122
N 4.754 -5.851 -3.622
H 4.939 -0.399 -2.087
H 2.279 -4.512 -1.666
C 0.511 -0.399 -5.466
N 0.561 0.173 -4.142
C 1.213 1.462 -3.937
C -0.017 -0.427 -3.072
C -0.563 -1.825 -3.242
O -0.037 0.138 -1.980
H 1.118 0.217 -6.128
H -0.507 -0.423 -5.871
H 0.916 -1.413 -5.485
H 1.956 1.594 -4.724
H 1.716 1.448 -2.970
H 0.497 2.287 -3.943
H -1.208 -1.904 -4.118
H -1.093 -2.099 -2.331
H 0.268 -2.525 -3.354
C -3.285 -0.057 -2.274
As -3.149 -0.257 -0.361
C -4.097 1.101 0.617
C -4.346 -1.781 -0.116
O -1.742 -0.752 0.339
H -4.248 0.412 -2.479
H -3.260 -1.059 -2.699
H -2.488 0.577 -2.643
H -5.014 1.355 0.087
H -3.462 1.978 0.725
H -4.333 0.655 1.584
H -5.340 -1.571 -0.514
H -4.412 -2.005 0.947
H -3.921 -2.644 -0.627

---

58
Properties=species:S:1:pos:R:3 method="wB97M-V/def2-TZVPD" homo_ev=-15.0 orbital_gap_ev=9.28 charge=+2 energy_ev=-134181.1365
Zr -0.182 -0.004 0.844
O 1.808 -0.227 0.642
S 3.106 -1.026 1.041
C 3.166 -2.334 -0.193
C 1.807 -2.872 -0.657
C 1.362 -2.281 -1.996
C -0.055 -2.730 -2.369
S -1.306 -1.427 -2.253
O -0.861 -0.621 -1.013
C -0.882 -0.386 -3.619
C -0.043 0.708 -3.464
C 0.247 1.479 -4.579
C -0.293 1.150 -5.816
C -1.141 0.057 -5.949
C -1.453 -0.716 -4.843
C 2.699 -1.826 2.550
C 2.825 -0.992 3.661
C 2.490 -1.480 4.913
C 2.064 -2.795 5.044
C 1.964 -3.625 3.933
C 2.273 -3.146 2.671
H 3.805 -3.093 0.261
H 3.727 -1.892 -1.018
H 1.044 -2.715 0.111
H 1.893 -3.957 -0.757
H 2.053 -2.591 -2.779
H 1.413 -1.189 -1.956
H -0.424 -3.524 -1.716
H -0.144 -3.083 -3.397
H 0.349 0.979 -2.494
H 0.890 2.343 -4.479
H -0.063 1.758 -6.680
H -1.573 -0.183 -6.910
H -2.138 -1.551 -4.936
H 3.191 0.022 3.550
H 2.585 -0.844 5.782
H 1.822 -3.184 6.024
H 1.652 -4.654 4.050
H 2.196 -3.803 1.817
O -0.690 -1.604 1.736
As -0.642 2.855 2.829
O -0.007 3.352 4.201
O -0.455 1.197 2.414
C -2.309 3.400 2.078
C -3.503 3.622 2.734
C -4.591 4.061 1.981
C -4.478 4.275 0.615
C -3.272 4.059 -0.047
C -2.203 3.619 0.705
S -0.598 3.338 0.046
O -0.250 4.195 -1.018
O 0.253 3.540 1.311
O -0.502 1.883 -0.273
H -1.008 -2.177 2.436
H -3.589 3.487 3.804
H -5.533 4.256 2.476
H -5.331 4.637 0.058
H -3.166 4.260 -1.105

---

60
Properties=species:S:1:pos:R:3 method="wB97M-V/def2-TZVPD" homo_ev=-5.4 orbital_gap_ev=7.23 charge=-1 energy_ev=-83686.7282
Rh -1.295 -0.518 0.214
C -0.712 -2.532 -3.219
C -0.320 -1.175 -2.632
C 1.153 -1.061 -2.383
C 2.037 -1.151 -3.450
C 3.403 -1.212 -3.238
C 3.869 -1.320 -1.938
C 3.013 -1.236 -0.845
C 3.588 -1.620 0.511
C 4.042 -3.084 0.516
C 1.657 -0.943 -1.085
N 0.807 -0.526 -0.007
C 1.330 0.176 0.944
C 0.546 0.467 2.066
C 0.782 1.022 3.315
C -0.457 1.010 3.978
C -1.392 0.458 3.099
N -0.767 0.121 1.961
H -1.798 -2.605 -3.294
H -0.363 -3.336 -2.571
H -0.279 -2.670 -4.212
H -0.797 -1.097 -1.660
H -0.691 -0.357 -3.251
H 1.641 -1.180 -4.459
H 4.090 -1.233 -4.074
H 4.924 -1.500 -1.761
H 2.853 -1.508 1.302
H 4.436 -0.970 0.754
H 3.196 -3.729 0.285
H 4.422 -3.355 1.504
H 4.833 -3.263 -0.214
H 2.342 0.557 0.863
H 1.735 1.365 3.688
H -0.664 1.343 4.983
H -2.450 0.306 3.225
C -2.305 6.195 0.607
C -1.400 4.995 0.590
C -0.146 5.020 1.189
C 0.619 3.880 1.061
N 0.204 2.799 0.409
C -1.041 2.835 -0.063
S -1.693 1.449 -0.939
N -1.853 3.901 -0.011
H -1.750 7.102 0.365
H -2.741 6.321 1.600
H -3.110 6.055 -0.110
H 0.216 5.891 1.719
H 1.617 3.825 1.486
F -0.934 -2.669 0.616
B -0.200 -3.922 0.415
F -0.982 -4.748 -0.378
F 0.053 -4.473 1.662
F 0.996 -3.586 -0.243
Cl -6.189 -0.592 -1.443
C -5.480 -0.529 0.175
Cl -6.136 -1.833 1.202
C -3.954 -0.642 0.163
O -3.366 -0.096 1.135
O -3.367 -1.230 -0.754
H -5.768 0.409 0.632

---

58
Properties=species:S:1:pos:R:3 method="wB97M-V/def2-TZVPD" smiles="O=[N+]([O-])c1ccccc1.O=[N+]([O-])c1ccccc1.O=[N+]([O-])c1ccccc1.BrCCBr.BrCCBr" homo_ev=-10.1 orbital_gap_ev=9.42 charge=0 energy_ev=-320104.4861
O -0.025 5.903 1.023
N -0.846 5.650 1.880
O -1.446 6.478 2.536
C -1.142 4.242 2.137
C -1.842 3.899 3.283
C -2.180 2.572 3.473
C -1.721 1.598 2.591
C -0.972 1.937 1.474
C -0.667 3.277 1.269
H -2.236 4.682 3.916
H -2.791 2.253 4.306
H -1.987 0.564 2.785
H -0.648 1.207 0.747
H -0.184 3.550 0.339
O -4.613 -1.514 -1.208
N -3.506 -1.968 -1.029
O -3.088 -2.395 0.033
C -2.593 -1.995 -2.175
C -1.376 -2.640 -2.065
C -0.521 -2.641 -3.160
C -0.884 -1.973 -4.323
C -2.104 -1.326 -4.406
C -2.981 -1.345 -3.331
H -1.103 -3.222 -1.195
H 0.393 -3.213 -3.082
H -0.212 -1.974 -5.173
H -2.390 -0.777 -5.293
H -3.944 -0.854 -3.342
O 3.146 -2.176 -2.756
N 3.498 -1.819 -3.865
O 4.258 -2.435 -4.590
C 2.961 -0.558 -4.374
C 2.081 0.159 -3.589
C 1.601 1.366 -4.044
C 1.984 1.843 -5.297
C 2.877 1.118 -6.073
C 3.385 -0.076 -5.600
H 1.827 -0.215 -2.607
H 0.888 1.949 -3.475
H 1.610 2.794 -5.655
H 3.262 1.516 -7.002
H 4.173 -0.610 -6.115
Br 1.236 -0.936 0.182
C 0.910 -1.157 2.096
C -0.386 -1.936 2.272
Br -0.104 -3.812 1.774
H 0.910 -0.156 2.509
H 1.687 -1.781 2.534
H -1.206 -1.601 1.645
H -0.666 -1.979 3.323
Br -0.525 -0.362 5.548
C 0.208 -1.272 7.114
C 1.703 -1.115 7.058
Br 2.563 -1.975 8.585
H -0.136 -2.304 7.131
H -0.250 -0.799 7.978
H 1.968 -0.063 7.098
H 2.146 -1.580 6.186

---

54
Properties=species:S:1:pos:R:3 method="wB97M-V/def2-TZVPD" homo_ev="-10.4 / -10.5" orbital_gap_ev="5.27 / 5.69" charge=+1 s2=0.88 spin_multiplicity=2 energy_ev=-115705.9687
Ru 0.794 0.368 0.503
O 0.887 0.611 2.647
C 0.241 -0.012 3.539
C -0.076 0.658 4.762
C -0.704 0.023 5.794
C -1.051 -1.334 5.690
C -0.765 -2.023 4.538
C -0.136 -1.416 3.436
C 0.199 -2.243 2.329
N 0.526 -1.842 1.137
N 0.875 -2.705 0.217
C 1.527 -2.228 -0.851
O 1.927 -1.043 -0.934
C 1.785 -3.178 -1.948
C 2.181 -4.490 -1.688
C 2.477 -5.340 -2.738
C 2.349 -4.902 -4.048
C 1.943 -3.601 -4.310
C 1.679 -2.736 -3.267
H 0.220 1.694 4.839
H -0.933 0.561 6.701
H -1.536 -1.827 6.518
H -1.051 -3.061 4.451
H 0.221 -3.320 2.516
H 2.283 -4.817 -0.665
H 2.810 -6.347 -2.537
H 2.571 -5.573 -4.863
H 1.840 -3.260 -5.329
H 1.369 -1.720 -3.459
Br -0.109 2.292 -6.055
C -0.028 1.649 -4.272
C -1.129 1.016 -3.703
C -1.034 0.600 -2.385
N 0.053 0.800 -1.654
C 1.118 1.375 -2.207
C 1.132 1.811 -3.519
H -2.032 0.840 -4.265
H -1.851 0.094 -1.889
H 2.006 1.471 -1.570
H 2.021 2.250 -3.941
C -1.717 3.629 2.584
P -1.613 3.105 0.844
C -0.406 4.209 0.025
C -3.243 3.425 0.096
O -1.232 1.664 0.708
H -2.102 4.644 2.654
H -0.726 3.582 3.032
H -2.385 2.949 3.113
H -0.682 5.253 0.155
H -0.367 3.973 -1.038
H 0.581 4.032 0.460
H -3.544 4.450 0.286
H -3.969 2.745 0.537
H -3.196 3.244 -0.974

---

53
Properties=species:S:1:pos:R:3 method="wB97M-V/def2-TZVPD" homo_ev="-6.8 / -6.8" orbital_gap_ev="5.94 / 5.94" charge=0 energy_ev=-123343.0465
Pt 0.742 -0.080 -0.158
O -2.277 -2.429 1.599
C -1.218 -1.961 1.175
N -0.946 -0.682 0.990
C -1.997 0.258 1.280
C -1.612 1.623 0.800
C -2.561 2.609 0.548
C -2.148 3.853 0.105
C -0.787 4.088 -0.043
C 0.092 3.058 0.233
N -0.306 1.848 0.620
C -0.086 -2.864 0.781
C -0.335 -4.225 0.670
C 0.686 -5.068 0.275
C 1.944 -4.519 0.075
C 2.111 -3.152 0.224
N 1.114 -2.327 0.534
H -2.182 0.288 2.366
H -2.940 -0.065 0.814
H -3.607 2.385 0.695
H -2.869 4.629 -0.113
H -0.419 5.050 -0.364
H 1.163 3.203 0.145
H -1.330 -4.574 0.898
H 0.515 -6.127 0.144
H 2.783 -5.142 -0.192
H 3.083 -2.703 0.087
Cl 1.257 -2.485 -2.729
C -0.507 -2.506 -2.790
Cl -1.162 -0.951 -2.250
H -0.861 -3.284 -2.115
H -0.817 -2.682 -3.818
C 7.757 3.009 -1.360
C 6.318 2.590 -1.395
C 5.398 3.227 -2.216
C 4.087 2.790 -2.326
C 3.131 3.525 -3.217
C 3.685 1.668 -1.585
Se 1.974 0.876 -1.944
C 4.583 1.053 -0.703
C 4.179 -0.136 0.106
C 5.882 1.525 -0.621
H 7.910 3.928 -1.921
H 8.379 2.230 -1.803
H 8.095 3.155 -0.334
H 5.720 4.078 -2.801
H 3.635 4.334 -3.744
H 2.316 3.951 -2.628
H 2.685 2.851 -3.948
H 3.185 0.013 0.552
H 4.897 -0.335 0.898
H 4.130 -1.009 -0.548
H 6.579 1.029 0.041

---

59
Properties=species:S:1:pos:R:3 method="wB97M-V/def2-TZVPD" homo_ev="-3.9 / -3.2" orbital_gap_ev="6.20 / 5.50" charge=-1 s2=0.81 spin_multiplicity=2 energy_ev=-121705.9563
V 0.363 0.725 -0.295
C 2.689 -1.474 -3.670
S 2.021 -1.362 -2.006
C 3.576 -1.191 -1.130
O 1.456 0.049 -2.016
H 3.204 -0.547 -3.915
H 1.852 -1.633 -4.345
H 3.364 -2.328 -3.719
H 4.021 -2.180 -1.022
H 3.315 -0.797 -0.151
H 4.238 -0.513 -1.669
C 2.363 5.008 0.308
N 2.677 3.757 -0.386
C 3.892 3.084 0.070
C 1.639 2.997 -0.701
N 0.652 2.533 -1.130
H 3.151 5.732 0.099
H 2.287 4.849 1.390
H 1.416 5.395 -0.061
H 4.728 3.774 -0.052
H 4.059 2.204 -0.546
H 3.793 2.776 1.112
Cl -0.914 -3.241 -3.144
C -1.437 -3.016 -1.480
Cl -0.010 -4.657 -0.527
Cl -2.974 -3.756 -1.131
C -1.255 -1.742 -1.031
N -0.533 -1.014 -0.334
S 0.779 -1.386 0.766
O -2.647 1.377 1.304
C -1.654 1.819 1.839
N -1.662 2.663 2.939
C -0.323 2.923 3.412
C 0.485 2.261 2.263
O 1.706 2.347 2.187
N -0.344 1.635 1.427
C 0.057 4.393 3.403
C 1.283 4.801 3.931
C 1.686 6.122 3.832
C 0.875 7.057 3.202
C -0.338 6.656 2.667
C -0.744 5.332 2.765
C -0.072 2.230 4.747
C 0.336 0.900 4.783
C 0.459 0.239 5.995
C 0.174 0.894 7.184
C -0.242 2.215 7.155
C -0.365 2.878 5.943
H -2.474 2.679 3.531
H 1.927 4.067 4.396
H 2.641 6.422 4.244
H 1.188 8.090 3.129
H -0.975 7.373 2.165
H -1.679 5.013 2.327
H 0.554 0.370 3.863
H 0.777 -0.796 6.006
H 0.272 0.374 8.129
H -0.473 2.734 8.078
H -0.685 3.912 5.927

---

no.,F_max (eV/Å)
1,0.14
2,0.82
3,0.20
4,1.24
5,0.96
6,4.31
7,3.74
8,0.99